106
Properties=species:S:1:pos:R:3:forces:R:3 method="wB97M-V/def2-TZVPD" homo_ev=-12.5 energy_ev=-53090.6709 charge=+2 spin_multiplicity=1 orbital_gap_ev=8.280 relative_energy_kcal_mol=49.0
Ba -11.72100 0.65600 -27.19700 -0.234 -0.307 0.748
C -15.15700 -0.18800 -25.51400 -0.567 -2.496 0.475
O -13.76900 -0.11000 -25.21200 -0.461 0.716 -1.130
C -13.62800 0.40900 -23.91300 1.677 -2.796 1.224
C -13.94200 -0.68200 -22.79800 -0.261 1.568 1.140
N -13.22700 -0.27200 -21.56300 2.186 -0.033 -0.024
C -13.81100 -0.43600 -20.24200 -1.908 -3.719 -0.641
C -12.98800 0.29800 -19.24100 2.855 -0.413 -9.287
O -13.31300 0.39600 -18.08600 -3.876 1.734 12.266
C -13.07700 -0.65600 -17.19100 -0.432 -1.951 0.615
H -15.31200 -0.73000 -26.45700 0.175 0.714 0.105
H -15.80900 0.66100 -25.33500 0.570 0.877 -0.469
H -15.60400 -0.89700 -24.81800 -0.027 -0.328 0.293
H -14.21400 1.25600 -23.87200 -1.521 1.861 0.810
H -12.59000 0.73700 -23.77000 -0.281 -0.235 -0.098
H -13.70400 -1.68200 -23.04800 0.890 -0.985 -1.011
H -15.03400 -0.83000 -22.64000 0.557 0.862 0.373
H -12.21800 -0.69000 -21.42100 -2.636 0.928 -1.192
H -13.73900 -1.55400 -20.01700 -0.563 0.961 0.107
H -14.92000 -0.21000 -20.24200 1.276 0.233 0.087
H -12.94800 1.23700 -19.67800 0.142 2.558 -0.895
H -11.97400 -0.00300 -19.30300 1.846 -1.105 -0.768
H -13.56400 -1.49500 -17.63200 -0.431 -1.216 -0.427
H -13.64700 -0.63000 -16.20500 1.238 1.028 -1.193
H -12.01200 -1.03000 -17.11700 -0.727 1.189 0.187
C -11.86600 -2.62200 -24.97800 -1.540 0.493 -1.085
O -11.04300 -1.93700 -25.86000 0.270 0.525 0.391
C -9.68200 -2.30300 -25.83200 0.038 -0.240 -2.748
C -9.31600 -2.09200 -27.34000 4.782 -0.386 2.527
N -9.30000 -0.64600 -27.62300 -0.386 -0.211 0.247
C -9.00300 -0.40500 -28.99500 0.856 1.052 -1.780
C -10.19700 -0.64600 -29.92900 7.716 -4.793 -1.517
O -11.11600 0.19800 -29.83100 -5.749 5.252 0.684
C -11.96300 0.01800 -30.90500 -3.060 2.338 -1.090
H -11.82100 -3.65800 -25.16200 -0.037 -1.452 -0.106
H -12.84900 -2.22200 -25.15100 -0.617 -0.291 -0.498
H -11.76800 -2.42100 -23.96400 1.194 0.377 2.127
H -9.44400 -3.31200 -25.45000 -0.518 0.273 -0.309
H -9.12500 -1.59400 -25.27600 0.640 0.700 0.878
H -9.74500 -2.81500 -27.97500 -1.696 0.051 -1.010
H -8.21300 -2.40500 -27.51400 -1.231 0.156 0.622
H -8.45600 -0.23100 -27.23100 -0.434 -0.592 1.106
H -8.18000 -1.04200 -29.31900 0.019 -0.476 -0.282
H -8.47700 0.61900 -29.05200 -1.435 -1.048 -0.383
H -10.60600 -1.63500 -29.80000 0.244 -1.102 0.352
H -9.79100 -0.65600 -30.98100 0.102 -0.109 0.666
H -12.80000 0.70300 -30.83400 0.211 0.733 0.359
H -12.57500 -0.84000 -31.02100 0.480 -2.048 0.572
H -11.55900 0.25600 -31.86700 1.058 -0.041 -0.470
C -16.94700 -2.28900 -28.61600 1.449 -2.631 -1.289
O -15.99000 -1.26000 -28.44200 -1.405 0.245 -0.263
C -16.41300 -0.08400 -29.13400 2.100 0.987 0.412
C -15.10400 0.56800 -29.58900 0.497 -3.719 5.612
N -14.48900 1.13700 -28.32000 0.837 0.425 -3.233
C -14.70300 2.58200 -28.24800 0.453 0.361 0.227
C -14.34500 2.93800 -26.84100 -10.686 5.425 -2.678
O -13.22000 2.75500 -26.43300 11.636 -3.305 3.091
C -12.88600 3.36300 -25.23100 0.190 1.612 2.393
H -17.07300 -2.56200 -29.69000 -0.330 0.824 0.500
H -17.86400 -2.27800 -28.09000 -1.136 1.134 0.470
H -16.52600 -3.23700 -28.26700 0.485 0.231 0.361
H -17.04100 0.56700 -28.53500 0.094 0.199 0.522
H -16.95600 -0.25300 -29.98500 -1.621 -1.284 -2.140
H -15.10800 1.11800 -30.40200 -0.533 3.819 -3.406
H -14.46400 -0.25200 -29.93700 -0.189 -0.257 0.262
H -14.93400 0.65400 -27.55900 -0.339 0.355 0.303
H -15.75000 2.88100 -28.41800 0.124 -0.153 0.121
H -14.09100 3.24300 -28.93200 -0.415 -1.405 0.377
H -15.09300 2.54000 -26.17300 -0.881 -0.504 0.422
H -14.46500 4.04300 -26.74500 -1.233 0.071 -0.480
H -12.35800 4.33800 -25.29300 -0.846 0.036 -0.889
H -12.10100 2.82500 -24.73500 0.019 -0.994 0.284
H -13.76000 3.52500 -24.51300 0.928 -0.500 -1.141
C -10.09200 0.42800 -23.67300 -0.737 -1.770 0.638
O -10.19500 1.36500 -24.70400 1.671 0.810 -0.613
C -9.00000 2.23200 -24.68300 -1.242 0.841 1.493
C -9.12400 3.28200 -25.79200 -1.003 -1.378 0.892
N -9.27900 2.52000 -26.99700 -1.059 0.754 0.023
C -9.38000 3.38200 -28.15400 -0.922 -1.047 0.362
C -10.84200 3.72500 -28.35800 5.259 10.594 3.529
O -11.70600 3.05100 -28.90000 -5.571 -7.289 -6.709
C -11.74700 3.19600 -30.33200 -1.802 -0.047 -0.971
H -10.82800 -0.37400 -23.88000 0.966 -0.134 -0.449
H -10.53600 0.75600 -22.76200 0.075 1.131 1.074
H -9.06800 0.04700 -23.42400 -0.759 0.265 -0.672
H -8.09000 1.59100 -24.73100 -0.492 0.460 -0.288
H -9.00600 2.74700 -23.68300 0.237 -0.491 -0.776
H -8.24600 3.87200 -25.84900 1.045 0.826 0.273
H -9.98700 3.95200 -25.70900 0.131 -0.180 0.502
H -8.47900 1.96100 -27.00300 1.570 -1.160 -0.648
H -9.07800 2.73400 -28.92500 0.343 -0.481 -1.741
H -8.73000 4.26000 -28.20100 -0.122 0.075 0.435
H -10.78400 4.71500 -28.93900 0.401 -0.565 0.427
H -11.45300 4.16100 -27.55400 1.527 0.025 1.669
H -12.70100 2.72200 -30.54600 0.238 -0.593 -0.584
H -10.91600 2.76100 -30.94700 -0.542 0.368 0.988
H -12.01400 4.24000 -30.67800 1.072 -0.597 0.938
C -13.51500 -3.26900 -29.51100 -0.722 -1.383 -2.575
C -13.38000 -2.99000 -28.10700 -1.715 0.201 2.792
O -13.19300 -1.59600 -27.81600 1.139 0.596 -0.365
H -12.65400 -2.96800 -30.03500 1.524 0.011 -0.816
H -14.31700 -2.71200 -30.06600 0.213 -0.580 0.979
H -13.65500 -4.37700 -29.65000 0.035 1.086 -0.107
H -12.71300 -3.67200 -27.50800 -0.193 1.162 -0.819
H -14.37900 -3.12500 -27.70700 -0.208 -0.814 0.578
H -13.94400 -1.13800 -28.23200 0.048 -0.473 0.154

---

109
Properties=species:S:1:pos:R:3:forces:R:3 method="wB97M-V/def2-TZVPD" homo_ev=-4.7 energy_ev=-82031.4174 charge=-1 spin_multiplicity=1 orbital_gap_ev=5.301
C -2.26632 -0.52200 2.45249 0.546 -0.173 -0.080
C -1.65667 -0.29253 1.05917 -0.932 0.345 -0.440
C -2.37083 -1.08919 -0.08214 0.843 0.192 1.205
C -2.35019 -2.61376 0.19472 -0.200 -0.049 -1.232
C -3.52552 -3.41345 -0.43876 0.019 0.023 0.517
C -4.93254 -2.78949 -0.29438 0.911 -0.212 -0.232
C -5.37694 -2.51785 1.13834 -1.768 0.297 -0.091
C -6.77438 -1.78249 1.09260 0.582 0.057 -0.319
Nb -6.70915 0.43220 0.55554 -0.492 -1.850 0.314
H -1.74578 0.12922 3.16708 -0.358 -0.045 -0.012
H -2.15015 -1.54820 2.82407 0.081 0.135 -0.142
H -3.33924 -0.30961 2.42738 0.209 0.206 0.083
H -0.56484 -0.40458 1.02855 -0.163 -0.251 0.152
H -1.86080 0.76379 0.82186 0.269 -0.144 0.065
H -1.82750 -0.81746 -1.00029 -0.292 -0.376 -0.035
H -3.37079 -0.65389 -0.15940 0.002 -0.348 0.014
H -2.28291 -2.87889 1.25277 -0.111 0.416 -0.055
H -1.42892 -3.00609 -0.27086 -0.103 -0.011 0.310
H -3.54915 -4.39020 0.07298 0.069 0.063 -0.292
H -3.30539 -3.60361 -1.49987 -0.149 0.063 0.163
H -4.96516 -1.86218 -0.88198 -0.141 -0.093 0.190
H -5.63092 -3.48223 -0.78782 -0.051 0.213 0.215
H -5.55765 -3.45733 1.68972 0.582 0.038 -0.132
H -4.70060 -1.86726 1.69763 0.246 -0.360 -0.135
H -7.43315 -2.30258 0.37456 0.082 0.044 0.201
H -7.27937 -1.83120 2.07565 0.118 0.070 -0.170
H -6.36563 0.08645 -1.21100 0.013 0.489 -0.493
H -8.52444 0.51109 0.21811 -0.188 0.214 0.297
H -7.11367 0.99514 2.26379 -0.088 0.565 -0.032
H -4.94123 0.47387 1.02336 0.330 0.392 0.378
H -6.67494 2.22425 0.10839 0.171 0.036 -0.192
O -9.50229 -3.84402 7.55707 1.632 -3.137 -0.662
P -8.05998 -3.47083 7.69961 -0.603 7.353 1.533
O -7.98522 -2.91095 9.23794 0.200 -0.683 -0.387
C -8.08762 -3.83960 10.31281 0.102 -0.107 0.174
C -6.78314 -4.58562 10.54009 0.021 -0.094 -0.110
O -8.04558 -2.04916 6.88551 0.243 -0.733 -0.411
C -9.01937 -1.73219 5.88009 -0.259 0.259 0.121
C -10.08250 -0.82335 6.46074 -0.076 0.100 0.153
O -6.40405 -3.51640 7.59583 -1.480 -2.963 -0.234
C -5.77432 -4.12431 6.44866 0.398 0.152 -0.402
C -5.76226 -3.19370 5.25310 -0.309 -0.034 -0.211
H -8.90969 -4.53861 10.12926 -0.027 0.042 0.000
H -8.33689 -3.26054 11.20278 -0.044 0.094 -0.097
H -6.56469 -5.25292 9.70369 0.009 -0.027 0.051
H -6.83565 -5.18601 11.45033 -0.035 0.015 -0.005
H -5.95010 -3.88748 10.62103 -0.043 0.030 0.044
H -9.45338 -2.63498 5.45020 -0.032 -0.056 0.180
H -8.50015 -1.21215 5.07263 0.178 -0.042 0.108
H -10.50859 -1.23860 7.37516 -0.012 -0.175 -0.099
H -10.88730 -0.66024 5.74208 0.040 0.027 -0.021
H -9.64878 0.14232 6.72466 0.010 0.009 -0.085
H -6.26446 -5.06974 6.20363 0.040 -0.018 0.034
H -4.75085 -4.35294 6.74761 -0.084 0.013 0.193
H -6.74820 -3.15488 4.78845 0.037 0.092 -0.053
H -5.06130 -3.54730 4.49531 0.031 -0.023 0.060
H -5.49591 -2.17813 5.54166 0.075 -0.049 0.047
O 2.47607 0.83568 -1.75630 -2.597 1.239 -2.105
P 2.59332 -0.04479 -2.95753 5.606 -4.237 2.122
O 2.42547 -1.54627 -2.34878 -0.398 0.638 -0.509
C 1.13138 -1.96916 -1.90265 -0.378 -0.190 -0.091
C 0.24690 -2.35709 -3.07442 -0.041 0.111 -0.072
O 4.22974 -0.01845 -3.15981 -0.421 0.427 -0.506
C 5.00607 1.07145 -2.66427 0.172 -0.032 0.273
C 5.65409 0.71494 -1.34253 0.067 -0.150 0.118
O 2.42592 -0.57495 -4.52131 -2.163 2.167 0.921
C 2.31143 0.41539 -5.56541 0.190 0.039 -0.413
C 3.66179 0.98667 -5.95973 0.118 0.237 0.188
H 0.65965 -1.18590 -1.30257 0.078 -0.001 0.040
H 1.28224 -2.83578 -1.25926 0.200 0.083 0.018
H -0.00515 -1.48289 -3.67907 -0.076 -0.032 0.027
H -0.68292 -2.80691 -2.72249 0.009 0.037 0.039
H 0.76111 -3.06308 -3.72739 0.010 -0.041 0.069
H 4.40145 1.97477 -2.57744 -0.068 -0.065 0.111
H 5.78342 1.27720 -3.40615 -0.057 -0.112 -0.088
H 4.92122 0.34523 -0.62548 -0.117 0.153 -0.061
H 6.15858 1.58177 -0.91165 0.015 -0.009 -0.032
H 6.38708 -0.08144 -1.48441 0.032 0.044 -0.033
H 1.62615 1.20803 -5.25737 -0.031 -0.014 -0.058
H 1.86528 -0.09004 -6.42186 -0.061 -0.123 0.144
H 4.01653 1.69917 -5.21330 0.053 -0.029 -0.019
H 3.59191 1.51764 -6.91104 -0.092 -0.058 -0.009
H 4.40990 0.19900 -6.04320 -0.071 -0.051 -0.036
O 9.07209 6.11506 -6.29274 1.880 -2.046 -2.292
P 9.44258 4.94645 -5.43652 -3.191 1.985 6.403
O 8.00115 4.36925 -4.93793 0.721 -0.213 -0.570
C 7.16554 3.69216 -5.87783 -0.179 -0.273 -0.119
C 7.63241 2.26786 -6.12227 0.151 0.015 -0.055
O 9.89918 5.73699 -4.06778 0.577 -0.315 -0.511
C 10.35356 7.08895 -4.12301 -0.196 0.291 0.107
C 9.24547 8.04584 -3.73440 -0.171 0.004 0.101
O 10.24974 3.59677 -4.91132 0.282 0.605 -3.168
C 11.64420 3.45262 -5.26278 0.399 -0.130 0.246
C 12.55320 4.27227 -4.36417 -0.031 0.306 -0.092
H 7.12171 4.25456 -6.81526 -0.012 0.051 0.044
H 6.16228 3.68035 -5.45090 0.064 0.119 0.093
H 8.59197 2.25678 -6.64456 -0.041 -0.043 -0.033
H 6.90742 1.72337 -6.72952 -0.017 0.036 0.009
H 7.77342 1.74030 -5.17873 -0.076 0.018 0.010
H 10.75468 7.32678 -5.10881 -0.136 -0.017 -0.050
H 11.17871 7.18051 -3.41188 -0.020 -0.161 0.033
H 8.34203 7.86949 -4.31804 0.118 -0.009 -0.156
H 9.55856 9.08145 -3.87941 0.018 -0.015 0.024
H 8.97646 7.90571 -2.68628 0.057 0.024 0.011
H 11.79391 3.71408 -6.31280 0.023 -0.059 -0.005
H 11.88032 2.39460 -5.15049 -0.202 -0.016 -0.018
H 12.51732 5.32932 -4.63092 0.004 -0.001 0.059
H 13.58876 3.94427 -4.46728 -0.046 -0.086 -0.031
H 12.25178 4.18638 -3.32118 -0.008 -0.096 -0.021